44
Properties=species:S:1:pos:R:3:forces:R:3:nbo_charge:R:1 method="wB97M-V/def2-TZVPD" total_energy_ha=-2923.01163 relative_energy_ev=3.012 e_lumo_ev=-0.57 homo_lumo_gap_ev=5.8 spin_multiplicity=1
C 0.389 1.504 1.464 -0.86 0.94 -0.23 -1.392
C 0.683 -1.468 1.622 1.44 -1.08 0.94 -0.813
H 1.358 2.018 1.362 -0.37 -0.08 0.04 0.187
H 0.313 1.111 2.489 -0.01 0.26 -0.07 0.189
H -0.409 2.254 1.305 0.15 0.05 0.59 0.190
H 0.810 -2.478 1.222 -0.04 0.17 0.31 0.210
H 1.264 -1.341 2.549 -0.59 -0.39 -0.27 0.244
H -0.394 -1.272 1.870 0.97 0.56 -0.87 0.257
C 0.064 2.667 -1.636 -0.11 -0.49 -0.71 0.075
C 0.178 3.459 -2.785 -0.04 -0.48 0.16 -0.242
C 0.093 2.855 -4.044 -0.12 -0.27 0.46 -0.160
C -0.110 1.475 -4.105 -0.08 -0.24 0.45 -0.218
H 0.151 3.077 -0.628 -0.06 -0.12 -0.31 0.236
H 0.340 4.518 -2.653 0.02 0.08 -0.19 0.228
H 0.178 3.436 -4.963 0.00 -0.13 0.31 0.227
H -0.183 0.942 -5.048 0.08 0.41 0.05 0.214
N -0.145 1.345 -1.712 0.38 -0.15 -0.91 -0.504
C -0.225 0.732 -2.917 0.21 1.49 0.27 0.139
C -0.385 -0.740 -2.912 -0.11 -1.43 0.18 0.255
N -0.410 -1.356 -1.708 0.76 -0.08 -0.51 -0.513
C -0.465 -2.693 -1.630 -0.03 0.57 -0.89 0.060
C -0.538 -2.884 -4.041 0.00 0.48 0.39 -0.162
C -0.527 -3.488 -2.781 -0.02 0.21 0.33 -0.241
H -0.445 -3.127 -0.625 -0.10 0.16 -0.43 0.208
H -0.566 -4.560 -2.651 -0.01 -0.05 -0.18 0.227
C -0.462 -1.490 -4.103 -0.12 0.07 0.60 -0.233
H -0.475 -0.955 -5.043 0.02 -0.33 -0.03 0.215
H -0.607 -3.472 -4.959 0.05 0.15 0.36 0.229
Zn -0.319 0.077 0.086 -1.81 1.78 0.06 1.544
I 2.279 -0.360 0.425 0.66 -1.74 -0.03 0.124
C -2.377 0.107 0.017 0.62 -0.42 -0.49 -1.086
C -3.265 0.146 1.210 -0.77 0.07 0.46 -0.019
C -4.651 0.162 0.955 0.11 -0.02 0.31 -0.163
C -5.579 0.205 1.978 0.03 0.01 0.68 -0.236
C -5.151 0.228 3.321 0.32 -0.03 -0.26 -0.242
C -3.779 0.211 3.604 -0.14 -0.01 -0.30 -0.213
C -2.842 0.177 2.556 -0.45 -0.05 -0.67 -0.232
H -2.551 1.015 -0.595 0.02 -0.18 0.29 0.204
H -2.708 -0.716 -0.645 -0.08 0.21 0.25 0.192
H -4.979 0.143 -0.086 0.04 0.01 0.27 0.192
H -6.644 0.222 1.746 0.18 -0.01 0.09 0.204
H -5.877 0.257 4.137 0.23 -0.01 -0.29 0.207
H -3.436 0.224 4.644 -0.12 0.02 -0.39 0.207
H -1.768 0.187 2.736 -0.25 0.06 0.19 0.204

=====

35
Properties=species:S:1:pos:R:3:forces:R:3:nbo_charge:R:1 method="wB97M-V/def2-TZVPD" charge=+2 total_energy_ha=-1434.06409 e_lumo_ev="-8.79 / -10.76" homo_lumo_gap_ev="7.0 / 5.0" s2=3.77 spin_multiplicity=4
Cl 3.271 -1.502 1.067 0.06 0.10 -0.09 0.049
C 0.760 0.126 -2.309 -0.06 -0.48 0.12 -0.024
C -0.605 0.274 -1.882 -1.33 -1.42 -0.72 -0.394
C -1.023 -1.073 -1.382 0.12 0.89 -1.14 -0.375
H -1.303 1.044 -2.205 0.32 -0.23 -0.27 0.300
C 0.156 -1.927 -1.450 -0.84 0.48 -0.41 0.128
C 1.228 -1.175 -1.988 0.02 0.38 0.45 -0.252
H 2.224 -1.597 -2.203 -0.64 0.43 0.09 0.280
H 1.294 0.848 -2.928 0.07 0.03 0.52 0.283
H -2.052 -1.416 -1.255 0.29 0.05 -0.31 0.302
C 0.155 -3.383 -1.208 0.06 -0.13 0.75 -0.678
Tc -0.416 0.146 0.232 4.94 -3.84 1.39 0.628
C -2.044 0.912 0.426 -6.75 3.91 0.64 0.639
C 0.714 1.701 -0.011 2.48 6.20 -0.74 0.630
O -3.095 1.393 0.577 3.61 -1.77 -0.51 -0.311
O 1.321 2.672 -0.243 -2.44 -4.37 1.03 -0.330
H -0.656 -3.624 -0.511 0.18 -0.20 -0.23 0.253
H 1.114 -3.680 -0.765 -0.22 -0.20 -0.21 0.246
H 0.000 -3.942 -2.148 0.08 0.31 0.29 0.295
C -0.814 1.909 5.433 -0.14 0.63 0.71 -0.433
N -0.647 0.741 4.574 -0.19 0.01 -1.11 -0.373
C -0.748 -0.496 5.104 0.10 0.23 -0.36 0.177
C -0.537 -1.599 4.333 0.22 -0.01 -0.71 -0.372
C -0.208 -1.376 2.962 -0.02 -2.14 1.12 0.508
N -0.361 -0.185 2.412 0.71 0.27 -1.51 -0.643
C -0.513 0.941 3.180 -0.18 1.87 0.78 0.778
O -0.531 2.069 2.674 -0.04 -1.73 0.43 -0.592
N 0.245 -2.432 2.176 1.52 3.78 -1.86 -0.803
H -0.782 2.822 4.825 0.00 -0.42 0.24 0.271
H -0.006 1.925 6.183 -0.32 0.06 -0.36 0.237
H -1.786 1.836 5.949 0.39 0.12 -0.23 0.234
H -0.966 -0.515 6.170 0.09 -0.20 -0.18 0.259
H -0.540 -2.603 4.732 0.01 0.12 0.10 0.267
H 0.374 -3.255 2.681 0.31 -1.67 0.82 0.414
H 1.151 -2.138 1.604 -2.43 -1.04 1.46 0.402

=====

10
Properties=species:S:1:pos:R:3:forces:R:3:nbo_charge:R:1 method="wB97M-V/def2-TZVPD" total_energy_ha=-856.77920 relative_energy_ev=1.012 e_lumo_ev=0.22 homo_lumo_gap_ev=8.4 spin_multiplicity=1
C 0.057 1.555 0.531 0.63 2.86 3.22 -0.834
P -0.575 0.396 1.633 0.55 0.82 -1.76 0.590
C -0.698 -0.836 0.204 0.87 0.20 -0.83 -0.730
C 0.550 -0.585 -0.693 0.40 -0.49 3.25 -0.527
S 0.491 1.166 -1.084 0.62 0.11 0.42 0.326
H 0.367 2.686 0.981 -1.08 -3.21 -1.58 0.269
H -1.524 -0.402 -0.470 0.27 -1.61 1.23 0.235
H -0.595 -1.908 0.577 -1.15 1.27 -0.75 0.243
H 1.442 -1.017 -0.066 -0.97 1.43 -1.40 0.212
H 0.485 -1.054 -1.612 -0.13 -1.38 -1.79 0.217

=====

11
Properties=species:S:1:pos:R:3:forces:R:3:nbo_charge:R:1 method="wB97M-V/def2-TZVPD" total_energy_ha=-690.77088 relative_energy_ev=1.366 e_lumo_ev=0.78 homo_lumo_gap_ev=10.5 spin_multiplicity=1
O -2.706 -1.000 0.184 1.89 -0.06 -0.26 -0.512
C -1.514 -0.867 -0.090 -3.41 -0.95 -0.83 0.430
C -0.736 0.216 0.414 4.60 -1.03 0.58 -0.529
C 0.885 0.015 0.424 -1.47 -1.90 -2.78 -0.192
C 1.873 -0.490 -0.360 -2.53 -0.15 -0.79 -0.242
Cl 3.513 -0.340 0.064 0.81 0.10 0.53 0.012
H -1.038 -1.509 -0.814 0.25 -0.77 -0.45 0.115
H -0.796 1.077 -0.147 -0.83 1.97 -1.56 0.258
H -1.105 0.424 1.377 -0.03 0.47 1.43 0.247
H 1.257 0.322 1.300 1.31 1.60 3.27 0.194
H 1.833 -1.034 -1.333 -0.61 0.71 0.86 0.218

=====

78
Properties=species:S:1:pos:R:3:forces:R:3:mulliken_spin:R:1 method="wB97M-V/def2-TZVPD" total_energy_ha=-2845.43306 relative_energy_ev=1.751 e_lumo_ev="-0.10 / -0.09" homo_lumo_gap_ev="5.5 / 5.5" s2=0.93 spin_multiplicity=2
O -0.565 0.235 -1.540 0.10 2.74 -1.83 -0.023
C -0.327 1.313 -2.135 2.56 -4.32 2.67 -0.032
C 0.794 1.357 -3.055 -0.16 0.10 -2.00 -0.019
C 1.209 0.113 -3.575 -0.32 0.39 -0.04 -0.001
H 0.888 -0.792 -3.041 0.15 0.42 -0.33 0.004
C 1.922 0.068 -4.764 0.14 0.02 0.50 -0.002
H 2.120 -0.912 -5.190 0.25 0.27 -0.09 0.000
C 2.340 1.257 -5.364 -0.38 0.28 -0.11 0.003
H 2.878 1.209 -6.314 -0.09 0.12 0.34 0.000
C 2.004 2.504 -4.804 0.23 -0.01 0.09 0.003
H 2.336 3.432 -5.294 -0.13 -0.54 0.29 0.000
C 1.223 2.569 -3.643 0.05 -0.51 -0.18 0.015
H 0.962 3.540 -3.185 -0.02 -0.63 -0.38 -0.005
H -0.658 2.205 -1.739 -1.58 2.25 0.40 0.051
C -0.193 3.482 0.473 0.71 0.54 1.13 0.125
C 0.745 2.300 0.287 -0.86 0.80 -2.49 -0.368
H 0.361 4.341 0.059 -0.58 0.30 0.64 -0.012
H -0.471 3.581 1.554 -0.07 0.54 -0.88 -0.004
H -1.124 3.407 -0.136 0.48 -0.29 0.43 -0.015
C 1.978 2.586 -0.263 -0.12 1.23 0.61 0.341
C 2.832 3.659 0.387 -0.93 0.21 -0.14 -0.030
H 2.277 2.338 -1.290 0.36 -0.99 0.98 0.037
H 3.111 4.294 -0.443 0.67 0.64 0.05 0.010
H 3.723 3.244 0.897 -0.43 0.13 -0.34 0.016
H 2.230 4.241 1.130 0.66 -0.48 -0.51 0.000
Ti 0.508 0.689 1.368 1.76 -0.09 -3.12 0.893
Cl 2.086 1.555 2.883 0.08 -0.19 0.39 -0.010
C 0.746 -1.199 3.371 -1.12 1.50 -1.57 0.023
O -0.084 -0.493 2.715 -0.64 -3.14 3.65 0.004
N 0.423 -2.088 4.270 0.27 -0.06 1.21 0.017
C -0.894 -2.232 4.850 -0.12 -0.18 -0.18 0.002
C 1.489 -2.616 5.102 0.47 -0.12 0.06 0.000
H 1.800 -1.037 3.179 0.27 -0.33 0.05 -0.001
H -1.654 -1.966 4.132 -0.16 0.12 -0.23 -0.001
H -0.997 -1.621 5.750 0.06 0.04 -0.06 0.001
H -1.002 -3.280 5.123 -0.20 -0.03 0.03 0.000
H 2.414 -2.683 4.538 0.01 -0.03 -0.12 0.001
H 1.220 -3.609 5.445 -0.03 -0.16 -0.01 0.000
H 1.682 -1.987 5.976 -0.18 0.04 0.00 -0.001
H -2.545 -2.486 -4.087 0.22 0.25 0.09 0.000
H -2.018 -4.123 -2.631 0.06 0.26 0.31 0.000
C -1.895 -1.763 -3.566 -0.08 -0.02 0.10 0.000
C -1.582 -3.489 -1.838 0.46 -0.43 0.26 0.000
N -1.821 -2.098 -2.155 -0.52 -0.02 -0.20 -0.001
H -2.330 -0.768 -3.663 0.04 0.01 -0.11 0.000
C -2.212 -1.205 -1.216 -0.64 -1.30 1.80 0.002
O -2.213 -1.393 0.018 -0.32 0.23 -2.15 0.001
H -2.047 -3.724 -0.874 0.13 0.08 -0.25 0.000
H -2.641 -0.303 -1.659 -0.17 -0.01 -0.09 -0.002
H -0.906 -1.752 -4.050 -0.28 -0.09 0.20 0.000
H -0.503 -3.723 -1.764 -0.37 0.17 0.00 0.000
H -4.123 2.012 3.573 0.07 -0.14 -0.19 0.000
H -5.698 1.910 1.433 0.17 0.06 -0.06 0.000
C -3.443 2.536 2.893 0.02 0.25 0.21 0.000
C -4.860 2.384 0.907 -0.21 -0.19 -0.12 0.000
N -3.595 2.045 1.529 -0.24 0.31 0.57 0.001
H -2.423 2.427 3.259 -0.07 -0.07 -0.25 0.001
C -2.648 1.399 0.879 3.07 -0.49 0.33 0.004
O -1.447 1.280 1.294 -3.20 -0.05 -0.13 -0.015
H -4.862 2.048 -0.131 -0.03 0.05 0.08 0.000
H -2.924 0.977 -0.092 0.03 0.12 0.18 -0.001
H -3.733 3.590 2.924 0.19 -0.06 -0.05 0.000
H -5.004 3.472 0.938 0.06 -0.22 -0.07 0.000
C 3.168 -0.066 -0.669 0.59 0.61 -0.43 0.065
C 2.410 -1.268 -0.361 0.56 -3.26 -0.30 -0.023
C 2.852 -2.577 -0.773 -1.48 1.56 1.20 0.000
C 1.917 -3.489 -0.203 -0.63 2.25 0.32 -0.001
C 0.954 -2.687 0.491 2.28 -0.82 -1.30 0.017
C -0.110 -3.390 1.215 -0.93 -0.20 0.53 0.004
N 1.267 -1.320 0.411 0.40 -0.33 -0.10 -0.044
H 4.208 -0.323 -0.905 -0.15 -0.04 0.06 0.001
H 3.193 0.626 0.173 0.03 0.15 -0.15 -0.009
H 2.756 0.410 -1.562 0.17 0.32 0.24 -0.024
H 3.734 -2.780 -1.361 0.03 0.02 0.01 0.000
H 1.922 -4.572 -0.254 -0.12 0.14 -0.01 0.000
H -0.276 -4.363 0.721 -0.03 0.39 0.21 0.000
H 0.189 -3.629 2.243 -0.23 0.06 0.06 0.001
H -1.042 -2.827 1.199 -0.08 -0.13 0.24 -0.002

=====

16
Properties=species:S:1:pos:R:3:forces:R:3:nbo_charge:R:1 method="wB97M-V/def2-TZVPD" total_energy_ha=-271.70990 relative_energy_ev=1.162 e_lumo_ev=1.15 homo_lumo_gap_ev=11.2 spin_multiplicity=1
C -2.319 0.130 0.110 -0.03 0.01 0.03 -0.603
C -0.961 -0.244 -0.480 0.03 -0.03 -0.08 -0.434
C 0.051 -0.631 0.582 -0.23 0.08 0.05 0.061
O 1.093 -1.517 0.182 0.10 -0.21 -0.04 -0.496
C 1.458 -0.206 0.593 0.14 0.23 0.08 0.063
C 2.070 0.682 -0.458 -0.02 -0.02 -0.05 -0.639
H -2.707 -0.678 0.740 0.04 0.09 -0.07 0.204
H -3.048 0.313 -0.684 0.08 0.01 0.11 0.214
H -2.257 1.034 0.725 0.01 -0.10 -0.06 0.204
H -1.073 -1.104 -1.153 0.01 0.12 0.10 0.219
H -0.583 0.583 -1.093 -0.05 -0.14 0.08 0.204
H -0.389 -0.898 1.548 0.06 0.04 -0.15 0.176
H 1.962 -0.179 1.563 -0.09 0.00 -0.15 0.176
H 1.536 0.596 -1.407 0.08 0.01 0.13 0.216
H 3.111 0.391 -0.632 -0.12 0.04 0.04 0.221
H 2.057 1.729 -0.137 0.00 -0.12 -0.02 0.215